1.
Entry from the Open Molecules 2025 dataset: a 3-piece molecular cluster, C2H10O2S2 overall (the ωB97M-V functional and the def2-TZVPD basis).

Last columns: bonded neighbours and bond lengths (Å).
Positions of all 16 atoms, in Å:
1 C 0.723 -2.234 1.284  S2 1.828, H5 1.090, H6 1.088, H7 1.086
2 S 1.951 -1.279 0.325  C1 1.828, S3 2.051
3 S 2.195 0.395 1.485  S2 2.051, C4 1.891
4 C 0.890 1.577 0.795  S3 1.891, H8 1.093, H9 1.078, H10 1.083
5 H 1.219 -2.583 2.191  C1 1.090
6 H -0.071 -1.593 1.661  C1 1.088
7 H 0.440 -3.060 0.638  C1 1.086
8 H 0.721 2.299 1.597  C4 1.093
9 H 1.423 2.029 -0.025  C4 1.078
10 H -0.037 1.017 0.764  C4 1.083
11 O -2.211 2.146 -2.337  H12 0.987, H13 0.955
12 H -1.759 1.269 -2.354  O11 0.987
13 H -2.460 2.205 -1.417  O11 0.955
14 O -0.927 -0.491 -1.850  H15 0.983, H16 0.974
15 H -1.701 -1.081 -1.713  O14 0.983
16 H -0.395 -0.616 -1.044  O14 0.974

Computed properties:
Total charge: 0
Largest force on an atom (eV/A): 2.5
Orbital gap (eV): 9.7
Multiplicity: 1
SMILES: CSSC.O.O
ΔE to the lowest compared entry with this formula, charge and spin (kJ/mol): 58.30

Results of the Löwdin charge analysis, in e, for atoms 1 through 4: atom 1 (C): -0.466, atom 2 (S): 0.404, atom 3 (S): 0.398, atom 4 (C): -0.398

---

2.
Entry from the Open Molecules 2025 dataset: a 3-piece molecular cluster, C2H10O2S2 overall (the ωB97M-V functional and the def2-TZVPD basis).

Last columns: bonded neighbours and bond lengths (Å).
Positions of all 16 atoms, in Å:
1 C -2.155 1.479 -1.149  C2 1.556, H5 1.121, H6 1.099, H7 1.135
2 C -1.076 0.526 -0.558  C1 1.556, S3 1.897, H8 1.048, H9 1.038
3 S -0.926 -1.053 -1.598  C2 1.897, S4 2.052
4 S -0.811 -2.526 -0.175  S3 2.052, H10 1.330
5 H -3.128 0.924 -1.188  C1 1.121
6 H -1.916 1.708 -2.196  C1 1.099
7 H -2.211 2.451 -0.565  C1 1.135
8 H -1.314 0.289 0.435  C2 1.048
9 H -0.120 0.925 -0.499  C2 1.038
10 H 0.492 -2.605 0.080  S4 1.330
11 O 1.480 -0.885 2.312  H12 0.879, H13 0.942
12 H 1.340 -1.247 3.101  O11 0.879
13 H 2.327 -0.540 2.085  O11 0.942
14 O 2.913 -0.042 0.014  H15 0.931, H16 0.953
15 H 3.114 0.828 -0.250  O14 0.931
16 H 1.989 -0.230 0.152  O14 0.953

Computed properties:
Total charge: 0
Largest force on an atom (eV/A): 6.0
Orbital gap (eV): 9.7
Multiplicity: 1
SMILES: CCSS.O.O
ΔE to the lowest compared entry with this formula, charge and spin (kJ/mol): 95.15

Results of the Löwdin charge analysis, in e, for atoms 1 through 4: atom 1 (C): -0.168, atom 2 (C): -0.555, atom 3 (S): 0.384, atom 4 (S): 0.299

---

ΔE to the lowest compared entry with this formula, charge and spin of number 1 (C2H10O2S2)? 58.30 kJ/mol